{"formula": "C16H27N", "method": "ωB97M-V/def2-TZVPD", "species": ["C", "C", "C", "C", "C", "C", "C", "C", "C", "C", "C", "C", "C", "C", "C", "C", "N", "H", "H", "H", "H", "H", "H", "H", "H", "H", "H", "H", "H", "H", "H", "H", "H", "H", "H", "H", "H", "H", "H", "H", "H", "H", "H", "H"], "xyz": [[2.128, 2.461, -4.960], [1.016, 2.257, -4.567], [-0.292, 1.991, -3.954], [-0.006, 1.556, -2.483], [-1.202, 1.331, -1.800], [-1.209, 0.688, -0.375], [-0.615, 1.794, 0.540], [-0.611, 1.281, 2.010], [0.321, -0.011, 2.040], [0.632, -0.325, 3.533], [1.371, 0.881, 4.223], [-0.316, -1.178, 1.228], [0.692, -2.360, 1.181], [0.249, -3.521, 0.213], [-0.847, -3.012, -0.699], [-0.707, -1.667, -1.187], [-0.388, -0.564, -0.222], [3.153, 2.823, -5.204], [-0.857, 1.225, -4.519], [-0.858, 2.875, -3.992], [0.706, 0.805, -2.352], [0.703, 2.288, -2.143], [-1.640, 0.565, -2.329], [-1.844, 2.205, -1.749], [-2.235, 0.315, -0.099], [0.425, 1.894, 0.277], [-1.178, 2.720, 0.479], [-0.339, 2.056, 2.683], [-1.540, 0.985, 2.348], [1.326, 0.089, 1.596], [1.181, -1.277, 3.523], [-0.371, -0.471, 4.144], [2.084, 1.306, 3.551], [2.027, 0.502, 4.995], [0.763, 1.772, 4.513], [-1.240, -1.540, 1.610], [1.616, -2.085, 0.781], [0.958, -2.793, 2.168], [-0.035, -4.460, 0.739], [1.106, -3.683, -0.395], [-1.672, -3.123, -0.062], [-1.030, -3.551, -1.577], [0.191, -1.688, -1.843], [-1.619, -1.360, -1.864]], "lowdin_charge": [0.087, -0.165, -0.170, -0.245, -0.212, -0.265, -0.126, -0.128, -0.280, -0.208, -0.109, -0.207, -0.128, -0.160, -0.244, -0.204, -0.058, 0.048, 0.127, 0.098, 0.106, 0.115, 0.068, 0.134, 0.158, 0.111, 0.112, 0.081, 0.085, 0.141, 0.083, 0.143, 0.053, 0.057, 0.078, 0.133, 0.089, 0.112, 0.118, 0.089, 0.098, 0.103, 0.127, 0.150], "homo_energy_ev": -8.2, "smiles": "C#CCCC[C@@H]1CC[C@@H](CC)[C@@H]2CCCCN12", "multiplicity": 1, "lumo_energy_ev": 0.956}

---

{"formula": "C41H54ClN6O3PSTa", "method": "ωB97M-V/def2-TZVPD", "species": ["Ta", "O", "C", "N", "C", "C", "C", "C", "C", "C", "N", "C", "C", "C", "C", "C", "N", "H", "H", "H", "H", "H", "H", "H", "H", "H", "H", "Cl", "C", "C", "C", "C", "O", "C", "C", "O", "C", "H", "H", "H", "H", "C", "C", "C", "C", "C", "C", "P", "C", "C", "C", "C", "C", "C", "C", "C", "C", "C", "C", "C", "H", "H", "H", "H", "H", "H", "H", "H", "H", "H", "H", "H", "H", "H", "H", "H", "H", "H", "H", "H", "H", "H", "H", "H", "H", "H", "H", "H", "H", "H", "H", "H", "H", "C", "C", "C", "N", "N", "C", "N", "S", "H", "H", "H", "H", "H", "H", "H"], "xyz": [[0.612, 0.034, 1.522], [-1.666, -0.810, 4.921], [-1.160, -0.860, 3.836], [-0.416, 0.173, 3.257], [-0.392, 1.391, 4.057], [-0.411, 2.502, 3.060], [-0.838, 3.789, 3.312], [-0.706, 4.752, 2.321], [-0.119, 4.400, 1.112], [0.265, 3.093, 0.923], [0.088, 2.147, 1.856], [-1.281, -2.018, 2.918], [-2.027, -3.117, 3.271], [-2.067, -4.199, 2.401], [-1.309, -4.132, 1.245], [-0.572, -2.994, 0.975], [-0.579, -1.909, 1.769], [-1.208, 1.406, 4.776], [0.532, 1.452, 4.639], [-1.258, 4.031, 4.279], [-1.039, 5.767, 2.496], [0.035, 5.124, 0.324], [0.744, 2.765, 0.015], [-2.550, -3.106, 4.218], [-2.653, -5.078, 2.635], [-1.268, -4.959, 0.549], [0.075, -2.964, 0.122], [7.176, 2.944, -0.721], [5.673, 2.190, -0.392], [5.109, 1.327, -1.331], [3.875, 0.722, -1.109], [3.218, 0.994, 0.071], [1.992, 0.472, 0.330], [3.793, 1.812, 1.054], [3.210, 1.916, 2.362], [2.213, 1.300, 2.771], [5.029, 2.424, 0.810], [5.647, 1.129, -2.249], [3.445, 0.052, -1.840], [3.717, 2.575, 3.077], [5.487, 3.059, 1.559], [-0.452, 3.022, -4.470], [-1.215, 3.645, -3.289], [-0.861, 2.959, -1.961], [-0.734, 1.450, -2.203], [0.532, 1.196, -3.053], [0.844, 2.383, -3.981], [-0.945, 0.204, -0.832], [-0.820, -1.411, -1.747], [0.620, -1.914, -1.966], [0.640, -3.399, -2.397], [-0.665, -3.826, -3.074], [-1.185, -2.684, -3.935], [-1.628, -1.489, -3.070], [-2.707, 0.260, -0.267], [-3.774, 0.497, -1.376], [-4.363, 1.904, -1.327], [-5.085, 2.163, 0.002], [-4.421, 1.412, 1.166], [-2.927, 1.232, 0.910], [-0.247, 3.780, -5.224], [-1.061, 2.260, -4.965], [-2.293, 3.587, -3.455], [-0.972, 4.705, -3.205], [-1.611, 3.204, -1.208], [0.098, 3.352, -1.626], [-1.622, 1.170, -2.778], [0.387, 0.310, -3.671], [1.383, 0.996, -2.396], [1.436, 2.023, -4.822], [1.458, 3.128, -3.468], [-1.330, -2.086, -1.060], [1.239, -1.784, -1.072], [1.090, -1.311, -2.739], [0.852, -4.052, -1.543], [1.469, -3.544, -3.091], [-1.424, -4.098, -2.331], [-0.495, -4.718, -3.675], [-2.029, -3.009, -4.544], [-0.403, -2.377, -4.634], [-2.685, -1.600, -2.829], [-1.532, -0.577, -3.658], [-2.841, -0.757, 0.125], [-4.577, -0.227, -1.223], [-3.381, 0.291, -2.369], [-5.056, 2.031, -2.159], [-3.572, 2.641, -1.484], [-6.128, 1.856, -0.078], [-5.097, 3.234, 0.208], [-4.874, 0.424, 1.293], [-4.582, 1.945, 2.103], [-2.435, 0.838, 1.803], [-2.477, 2.209, 0.699], [2.688, -5.799, 1.634], [3.275, -4.564, 0.944], [3.020, -3.315, 1.720], [2.155, -2.422, 1.407], [2.085, -1.379, 2.309], [2.926, -1.528, 3.334], [3.064, -0.723, 4.384], [3.851, -2.974, 3.209], [2.872, -6.684, 1.028], [1.611, -5.697, 1.775], [3.144, -5.969, 2.610], [2.843, -4.421, -0.047], [4.352, -4.685, 0.811], [2.490, 0.098, 4.481], [3.669, -0.979, 5.147]], "lowdin_charge": [1.876, 0.166, -0.439, -0.151, -0.117, -0.232, 0.044, 0.024, -0.003, -0.125, -0.059, -0.177, 0.059, 0.029, 0.006, -0.129, -0.016, 0.143, 0.133, 0.143, 0.138, 0.133, 0.095, 0.146, 0.139, 0.131, 0.063, 0.782, -0.641, -0.021, 0.030, -0.266, -0.300, -0.121, -0.084, -0.121, -0.006, 0.131, 0.126, 0.164, 0.135, -0.170, -0.159, -0.214, -0.385, -0.184, -0.174, 1.093, -0.416, -0.213, -0.175, -0.183, -0.162, -0.171, -0.405, -0.170, -0.176, -0.167, -0.173, -0.226, 0.123, 0.121, 0.115, 0.122, 0.090, 0.087, 0.093, 0.100, 0.083, 0.123, 0.117, 0.077, 0.064, 0.096, 0.090, 0.123, 0.113, 0.124, 0.125, 0.125, 0.112, 0.095, 0.107, 0.133, 0.081, 0.127, 0.087, 0.121, 0.117, 0.122, 0.118, 0.079, 0.099, -0.068, -0.212, -0.552, 0.012, -0.153, -0.624, 0.158, 1.225, 0.093, 0.071, 0.082, 0.108, 0.126, 0.094, 0.133], "homo_energy_ev": -16.4, "multiplicity": 1, "total_charge": 3, "lumo_energy_ev": -9.234}

---

{"formula": "C4H6KO3", "method": "ωB97M-V/def2-TZVPD", "species": ["H", "O", "C", "O", "K", "O", "C", "H", "H", "H", "C", "C", "H", "H"], "xyz": [[2.573, -0.951, 0.740], [0.982, 0.553, 0.229], [-0.268, 0.151, -0.324], [-1.010, -0.569, 0.278], [-2.747, -2.347, 0.993], [-0.338, 0.670, -1.484], [-1.622, 0.641, -2.163], [-1.826, -0.389, -2.475], [-2.391, 1.017, -1.481], [-1.497, 1.300, -3.023], [1.615, -0.277, 0.962], [2.178, 0.046, 2.206], [1.824, 0.942, 2.721], [2.528, -0.786, 2.822]], "lowdin_spin": [0.008, 0.148, 0.019, 0.010, 0.001, 0.001, 0.000, 0.000, 0.000, 0.000, 0.345, 0.428, 0.025, 0.015], "homo_energy_ev": [-19.7, -19.8], "multiplicity": 2, "total_charge": 2, "lumo_energy_ev": [-8.930, -12.142], "s_squared": 0.7545}